Record 1
3 unconnected molecules or ions with the total composition C32H63FN5O5 at a distorted geometry, computed with ωB97M-V/def2-TZVPD.

XYZ file:
```
106
C32H63FN5O5 (ωB97M-V/def2-TZVPD)
F 3.1762 -1.2339 -2.9008
O 8.2147 0.8190 -1.0560
O 0.3299 3.9287 1.8125
O -2.6675 2.6145 -3.1193
O 0.6151 -5.3722 2.2449
O 0.3781 6.3672 2.4070
N 0.9640 -5.6374 3.5848
N 2.2751 -0.2077 -0.9129
N 1.1884 -2.1365 0.1806
N -3.9732 2.1422 -3.3629
N 3.6877 -2.1679 0.2937
C 1.2626 4.7431 4.1749
C -3.2877 2.5178 -5.7994
C 3.3297 -0.0703 -1.9887
C -5.1626 4.0444 -2.1696
C 4.7963 -0.2721 -1.2095
C -4.3940 2.6793 -4.7011
C 2.3985 -1.5173 -0.1575
C -0.8069 -4.1343 4.6152
C -4.1295 2.1514 -0.8237
C 0.8961 -7.5074 5.2373
C -1.5089 -5.3583 5.1978
C 1.4321 -4.4066 5.7407
C 0.5983 4.2404 -1.9692
C -4.8044 4.1750 -4.6535
C 1.8940 2.0456 -3.0488
C 0.2695 -8.0137 2.9378
C -6.1378 1.7204 -2.1306
C 0.7055 -4.3790 4.3682
C 0.6166 5.0821 2.6774
C 3.3776 1.3879 -2.7359
C 1.3301 2.7972 -1.7058
C 6.9749 1.3441 -1.7184
C 1.3269 -3.1210 3.6759
C 4.8765 -1.7741 -0.5552
C 0.6984 5.0693 -0.5209
C -4.8144 2.5322 -2.1778
C -5.7443 4.5170 -3.4995
C -0.3333 4.3137 0.5579
C -5.5605 1.8224 -5.2630
C 0.2070 -6.8657 4.0028
C -1.2870 -6.5824 4.3121
C 6.0885 0.0214 -2.1768
H -3.6693 2.8086 -6.7861
H 4.0584 2.1824 -2.1841
H -5.3420 0.7512 -5.1622
H 1.9818 -7.5744 5.0877
H 1.2170 -2.2297 4.3059
H 2.2134 2.9224 -0.9437
H -2.5850 -5.1581 5.2803
H 2.4344 4.7586 4.1396
H 0.7094 -6.9816 6.1690
H 2.0787 2.8389 -3.9212
H -0.9475 -3.2852 5.2965
H -6.7309 4.0730 -3.6705
H -0.2717 -7.7700 2.0174
H -1.3045 -3.8555 3.6775
H -6.5197 2.0231 -4.7950
H 3.8799 1.2187 -3.8053
H -0.7508 3.3011 0.0824
H 1.3083 -8.2516 2.6750
H -2.4115 3.1488 -5.6166
H 4.8082 0.5781 -0.3725
H 2.4898 -4.6669 5.6170
H 0.9175 5.6027 4.8904
H -2.9532 1.4748 -5.8718
H 7.3680 1.9795 -2.6455
H -5.9401 0.6462 -2.2258
H -3.8822 1.0829 -0.8009
H 0.8509 -3.0145 -0.2925
H -4.7958 2.3505 0.0248
H -3.2126 2.7181 -0.6303
H 5.1023 -2.5189 -1.4464
H 1.0405 4.8535 -2.8720
H 1.8124 4.9339 -0.1135
H -5.2801 4.4679 -5.5980
H -0.5665 4.0170 -2.0987
H -1.7473 -7.4557 4.7911
H 8.2995 1.3350 -0.1864
H 0.5555 2.0497 -1.1923
H 0.9975 -5.0956 6.4611
H 2.5320 0.5307 -0.1937
H 5.8350 0.1658 -3.3130
H 6.8226 -0.9151 -2.1256
H -1.2941 4.9947 0.7057
H 0.9049 3.7080 4.5894
H 5.8261 -1.8154 0.1668
H 1.3851 -3.4262 6.2261
H -6.6590 1.8801 -1.1811
H -0.1893 -8.9324 3.3241
H 0.5320 -8.5266 5.4093
H -6.8591 1.9993 -2.8951
H 1.1241 1.2661 -3.5109
H 2.3999 -3.2657 3.4994
H -1.1573 -5.5587 6.2156
H 0.8534 -2.8778 2.7189
H 0.3993 6.1950 -0.6360
H -4.2676 4.6388 -1.9451
H -3.9085 4.8037 -4.5571
H 6.4429 2.0211 -0.9236
H -5.7189 2.0191 -6.3294
H -5.8805 4.2641 -1.3688
H -1.8377 -6.4250 3.3744
H -5.8999 5.6030 -3.4655
H 3.5723 -3.2085 0.3614
H 0.5335 -1.7161 0.9047
```

Its HOMO energy (alpha / beta) is -10.83 / -11.44 eV. As for the total charge: +1. The calculation puts the frontier orbital gap (alpha / beta) at 5.9 / 6.5 eV. The spin multiplicity is 3. As for the expectation value of S²: 2.0098. As for the lowest unoccupied orbital energy (alpha / beta): -4.9 / -4.9 eV.

***

Record 2
12 unconnected molecules or ions with the total composition C32H64F2N6O28S4 at a distorted geometry, computed with ωB97M-V/def2-TZVPD.

XYZ file:
```
136
C32H64F2N6O28S4 (ωB97M-V/def2-TZVPD)
S -0.5468 0.7426 -4.5908
S 1.7683 -2.7955 3.9644
S 0.0836 6.9328 2.4423
S -7.1499 3.4736 1.6637
F -0.1964 -2.7001 -2.5648
F -0.4958 -1.3432 0.3746
O -1.7653 2.6888 0.3209
O -1.3600 1.7844 3.9674
O 0.2197 1.8085 -0.1803
O -6.0203 4.3655 2.3037
O 3.7359 2.9014 -3.2509
O 2.8254 -2.1102 4.6179
O -1.2389 1.3266 -3.2827
O -1.5923 0.5301 -0.3138
O -0.3033 7.9686 1.5689
O -4.9070 1.9778 -2.2855
O 1.0983 5.9375 1.7239
O 3.3291 1.1468 1.2691
O -7.3674 2.3307 2.4521
O -1.1244 5.9190 2.5687
O 3.1572 -1.4316 -1.6286
O -0.3795 -4.6720 -3.7263
O -1.8093 0.8899 -5.5334
O 0.5493 -2.9567 4.6319
O 1.4508 -2.1795 2.5367
O 0.4860 1.5706 -5.0839
O 1.6149 -4.6491 -4.7359
O 0.2953 -5.4572 0.0451
O -0.2739 -0.6131 -4.2771
O -8.2702 4.2594 1.3114
O 0.6070 7.2494 3.7209
O -6.3556 3.1128 0.3427
O 2.3376 -4.1821 3.3923
O 0.1251 -6.2587 -5.2494
N 4.0376 0.0014 3.0667
N -5.6367 -0.1147 -1.7544
N 5.1050 -1.9701 -2.6724
N -0.5932 0.0923 5.2673
N -1.9596 -5.4407 0.2959
N 4.6177 2.1957 -1.2808
C -2.1685 -4.1381 -0.3017
C -1.5226 -0.4568 3.1386
C -2.2396 2.2857 -3.7011
C 0.4562 -3.8069 -2.9604
C 0.4307 -5.3013 -4.6264
C -4.4423 -0.6843 -1.2064
C 1.5275 -3.4508 -3.9543
C 0.5249 4.6349 1.5664
C 0.7282 0.5215 -0.5562
C 5.6465 -2.7772 -1.6087
C 2.2069 1.5603 3.3368
C -0.6187 4.5466 2.5598
C -1.1074 1.7667 -0.0439
C 5.6869 1.4747 -1.8928
C -5.8057 1.1550 -2.1938
C 3.7336 2.9193 -2.0297
C 3.4841 -0.5022 -3.7659
C 2.8725 -3.9336 2.0868
C 0.0364 0.8177 6.3476
C -2.8988 1.5956 -4.8714
C 3.9194 -1.3157 -2.5825
C -1.1758 0.5885 4.1585
C -0.6910 -7.2738 1.2319
C -0.5236 -0.3357 -0.5488
C 3.2258 0.8972 2.4684
C 5.1653 -0.6454 2.4559
C -4.9369 3.1988 0.5073
C -7.2249 1.5147 -2.5354
C -0.7322 -5.9921 0.4463
C -4.7309 3.9017 1.8754
C 2.7714 3.7635 -1.2265
C 1.8496 -3.0636 1.4498
H -4.4163 3.1795 2.6368
H -0.6368 -8.2070 0.6678
H 1.4841 0.1871 0.1548
H -4.5492 3.8301 -0.2799
H -1.4324 3.9347 2.2040
H -4.5311 2.2026 0.6341
H 0.8245 -4.4281 -2.1421
H 1.2100 1.4024 2.9097
H 1.2410 0.5306 -1.5161
H -3.9763 4.6821 1.9176
H 6.6851 1.7865 -1.5512
H -0.1252 1.8870 6.2364
H -1.2096 -3.7572 -0.6435
H 6.6169 -2.3969 -1.2902
H -7.2867 2.3570 -3.2117
H -2.7297 -5.8998 0.7486
H -1.4106 -1.4647 3.5341
H 0.2066 -7.3057 1.8467
H -3.7643 0.0274 -0.7255
H 5.7192 1.5869 -2.9710
H -0.5672 0.6444 7.2547
H 0.1525 4.6019 0.5403
H 2.4831 -3.2334 -3.4748
H -0.7607 -0.3521 2.3648
H 4.1673 0.3093 -3.9998
H 5.0974 -1.7057 2.7244
H -1.7215 3.1819 -4.0541
H 3.3655 -1.0775 -4.6965
H 2.1896 1.1485 4.3465
H -3.3526 2.2685 -5.5913
H -4.6208 -1.5006 -0.5152
H -1.5862 -7.3593 1.8519
H 2.3016 2.6424 3.3956
H 4.3114 1.9474 -0.3536
H 4.9879 -2.8177 -0.7444
H -6.4864 -0.6170 -1.5620
H 3.0421 -4.8574 1.5430
H -7.6974 1.7889 -1.5844
H 6.1214 -0.2942 2.8404
H 1.2335 3.8174 1.6725
H -3.7191 -1.0209 -1.9676
H -7.8239 0.6659 -2.8694
H 5.6473 -1.7587 -3.4924
H 5.6788 0.4205 -1.5980
H 3.2920 4.6842 -0.9613
H 2.4374 -0.2370 -3.6311
H 5.1192 -0.6226 1.3686
H 3.6608 -0.4477 3.8848
H 1.0272 0.4523 6.5995
H 1.4021 -2.5793 -4.5978
H 2.1431 -2.5005 0.5651
H 5.7247 -3.8267 -1.9078
H -0.6919 -0.8036 -1.5134
H -2.4726 -0.2958 2.6371
H -0.2570 4.4048 3.5773
H -0.6254 -0.9103 5.3551
H 3.8140 -3.3975 2.2399
H -3.6055 0.8189 -4.5830
H -2.8730 2.4847 -2.8473
H -2.5639 -3.3878 0.3811
H -2.7617 -4.2465 -1.2115
H 1.9366 4.0745 -1.8477
H 0.9231 -3.5894 1.2196
H 2.4629 3.1516 -0.3788
```

Its HOMO energy is -9.34 eV. Its structure (SMILES) is O=C1OC[C@@H](F)O1.O=C1OC[C@@H](F)O1.O=S1(=O)OCCO1.O=S1(=O)OCCO1.O=S1(=O)OCCO1.O=S1(=O)OCCO1.CNC(C)=O.CNC(C)=O.CNC(C)=O.CNC(C)=O.CNC(C)=O.CNC(C)=O. The calculation puts the frontier orbital gap at 9.3 eV. As for the lowest unoccupied orbital energy: 0.0 eV.

***

Record 3
8 unconnected molecules or ions with the total composition C32H64O16 at a distorted geometry, computed with ωB97M-V/def2-TZVPD.

XYZ file:
```
112
C32H64O16 (ωB97M-V/def2-TZVPD)
O -16.0150 -12.1524 3.8001
O -11.0244 -7.8835 0.1502
O -12.4245 -11.4894 4.0629
O -11.9543 -13.3395 2.8428
O -4.7351 -12.8640 5.1221
O -9.9649 -13.0829 8.1557
O -9.3779 -7.9946 5.8295
O -17.0101 -13.1975 5.5220
O -12.2750 -12.1762 -2.7663
O -10.6968 -9.4540 1.7020
O -6.4225 -11.8796 0.9154
O -10.8820 -8.6591 7.3547
O -6.2379 -10.1687 2.3743
O -12.7724 -10.2443 -1.7181
O -4.8952 -10.7159 5.7389
O -8.9179 -14.2088 9.8176
C -8.3287 -8.3088 6.7419
C -11.5753 -11.9068 5.1271
C -4.2503 -11.2774 1.7258
C -6.7949 -12.1013 5.9737
C -12.5226 -12.2875 2.9973
C -3.3827 -8.9968 5.2846
C -10.1606 -11.9101 8.9178
C -9.6673 -7.5534 -1.7876
C -18.0732 -11.7648 2.5473
C -17.1203 -11.2815 3.5995
C -16.1293 -13.1199 4.7033
C -6.9844 -7.9331 6.1792
C -9.3263 -15.3050 7.7376
C -5.3726 -11.9452 5.5735
C -11.9788 -10.1852 -3.9776
C -11.4003 -8.6328 1.1740
C -15.0377 -14.1639 4.5790
C -5.7549 -11.0570 1.7041
C -12.4925 -12.9952 -1.6285
C -10.6164 -8.3108 6.2419
C -8.9226 -11.0509 9.0018
C -13.4994 -11.7622 1.9925
C -12.3528 -10.8603 -2.6712
C -3.5006 -10.4909 5.4336
C -9.4102 -14.1578 8.7235
C -12.8678 -8.4527 1.4971
C -9.6851 -7.9373 -0.3200
C -7.8656 -11.8408 0.8431
C -11.2647 -13.0733 -0.7398
C -10.1019 -11.6592 4.8011
C -11.6175 -8.1535 5.1423
C -8.3112 -13.0613 1.6466
H -4.0501 -8.7290 4.4628
H -3.2496 -11.0264 4.5210
H -8.8306 -16.1704 8.1709
H -14.1651 -12.5260 1.6020
H -14.1181 -13.8068 5.0350
H -9.2292 -10.1129 9.4759
H -8.0907 -11.9614 -0.2146
H -10.9658 -11.3348 8.4510
H -18.4961 -12.7158 2.8924
H -12.7329 -14.0164 -1.9120
H -13.1157 -7.4971 1.9586
H -8.2037 -10.8976 1.2718
H -15.3985 -15.0730 5.0488
H -3.6971 -8.5040 6.2062
H -13.3533 -8.5575 0.5282
H -3.8850 -11.9133 0.9212
H -14.9311 -14.3439 3.5091
H -6.8390 -12.7174 6.8719
H -17.5956 -11.9450 1.5834
H -12.1611 -7.2117 5.1451
H -11.1000 -10.6851 -4.3804
H -13.0236 -11.1869 1.1990
H -8.4749 -7.7867 7.6897
H -16.7292 -10.3120 3.2691
H -9.5183 -12.0968 5.6155
H -8.6821 -7.6403 -2.2357
H -12.3547 -8.9520 5.2123
H -11.0599 -8.2857 4.2131
H -11.8531 -11.4265 6.0616
H -6.9254 -6.8722 5.9239
H -14.1513 -11.0504 2.5003
H -12.8141 -10.3194 -4.6685
H -7.9304 -12.9858 2.6667
H -11.8722 -9.1115 -3.8720
H -7.8894 -13.9617 1.2059
H -6.2028 -8.0710 6.9276
H -7.3393 -11.1692 6.0889
H -9.2593 -8.9306 -0.1625
H -8.7159 -15.0366 6.8758
H -17.5871 -11.0534 4.5588
H -13.0782 -9.2021 2.2515
H -4.1100 -11.8388 2.6544
H -8.4919 -10.7788 8.0407
H -9.9906 -6.5078 -1.8201
H -2.3862 -8.5992 5.0944
H -7.2362 -12.6709 5.1548
H -8.1397 -11.4598 9.6410
H -18.9238 -11.1098 2.3678
H -9.0659 -7.2496 0.2579
H -10.3469 -15.5953 7.4854
H -2.9280 -10.8598 6.2865
H -6.7193 -8.5244 5.3021
H -10.9654 -12.1090 -0.3188
H -13.3111 -12.5926 -1.0293
H -10.4057 -13.3901 -1.3371
H -11.6454 -12.9846 5.2916
H -8.3575 -9.3858 6.9217
H -9.8631 -10.6067 4.6586
H -10.4242 -8.0829 -2.3642
H -3.7460 -10.3187 1.7246
H -11.4483 -13.7489 0.0949
H -10.5759 -12.1118 9.9106
H -9.4002 -13.0703 1.7260
H -9.7799 -12.2683 3.9577
```

Its HOMO energy is -10.20 eV. The energy above the lowest of the compared OMol25 structures with the same formula, charge and spin is 0.00 kcal per mole. Its structure (SMILES) is CCOC(C)=O.CCOC(C)=O.CCOC(C)=O.CCOC(C)=O.CCOC(C)=O.CCOC(C)=O.CCOC(C)=O.CCOC(C)=O. The calculation puts the frontier orbital gap at 10.8 eV. As for the lowest unoccupied orbital energy: 0.6 eV.